Record 1
A structure of composition C4H5CsMgO7. Source: the OMol25 dataset; level of theory: wB97M-V/def2-TZVPD.

Each line ends with the Mulliken charge.
Positions of all 18 atoms, in Å:
1 O 4.471 -0.042 0.251  -0.78
2 C 3.336 0.429 0.576  1.30
3 O 3.199 1.688 0.687  -0.76
4 O 2.355 -0.402 0.786  -0.28
5 C 1.174 -0.309 -0.037  -0.30
6 O -0.286 -1.635 -1.344  -0.32
7 C -4.118 0.947 0.384  0.61
8 C 0.910 -1.664 -0.686  -0.31
9 O -4.023 -0.065 1.117  -0.70
10 O -4.467 0.926 -0.823  -0.70
11 Mg 5.134 1.848 0.186  0.30
12 Cs -4.464 -2.694 -1.350  0.95
13 H 1.330 0.458 -0.809  0.32
14 H 0.320 -0.018 0.590  0.29
15 H 1.773 -1.883 -1.356  0.28
16 H 0.969 -2.429 0.123  0.27
17 O -4.154 2.142 1.035  -0.45
18 H -3.458 2.702 0.672  0.28

Results
Total charge: 0
HOMO energy (spin up / spin down): -6.5 / -7.2 eV
E_LUMO (spin up / spin down): -2.289 / -0.912 eV
HOMO-LUMO gap (spin up / spin down): 4.23 / 6.31 eV



Record 2
A cluster of 6 separate species, C12H35NO13S3 in total. Source: the OMol25 dataset; level of theory: wB97M-V/def2-TZVPD.

Each line ends with the Mulliken charge.
Positions of all 64 atoms, in Å:
1 C -36.284 -4.253 -28.244  0.03
2 O -36.724 -5.531 -27.942  -0.55
3 H -35.655 -3.861 -27.445  -0.40
4 H -35.682 -4.217 -29.152  0.36
5 H -37.126 -3.573 -28.371  0.32
6 H -35.947 -6.076 -27.796  0.30
7 C -31.319 -0.678 -24.854  -0.42
8 O -31.115 -1.706 -23.949  -0.57
9 H -32.235 -0.130 -24.631  0.18
10 H -30.506 0.047 -24.896  0.36
11 H -31.334 -1.113 -25.854  0.08
12 H -31.979 -2.027 -23.680  0.46
13 O -34.383 3.035 -29.943  -0.61
14 S -33.956 2.966 -28.555  1.17
15 O -32.602 3.325 -28.154  -0.60
16 O -35.070 3.756 -27.604  -0.31
17 C -36.406 3.662 -28.001  -0.25
18 C -37.211 3.811 -26.705  -1.12
19 C -34.275 1.245 -27.897  -0.83
20 H -36.604 2.704 -28.482  0.39
21 H -36.652 4.516 -28.631  0.30
22 H -38.260 3.647 -26.950  0.35
23 H -36.963 4.817 -26.365  0.37
24 H -36.881 3.040 -26.009  0.20
25 H -34.108 1.219 -26.820  0.36
26 H -33.542 0.619 -28.405  0.34
27 H -35.313 0.996 -28.116  0.20
28 O -34.252 -2.044 -26.009  -0.22
29 S -34.766 -1.951 -24.669  0.95
30 O -33.793 -1.902 -23.570  -0.78
31 O -35.760 -0.602 -24.490  -0.34
32 C -36.829 -0.344 -25.368  0.58
33 C -37.936 0.153 -24.431  -1.46
34 C -35.929 -3.345 -24.234  -1.02
35 H -37.167 -1.267 -25.840  0.21
36 H -36.696 0.414 -26.139  -0.15
37 H -38.160 -0.546 -23.625  0.37
38 H -38.918 0.215 -24.900  0.41
39 H -37.672 1.102 -23.964  0.32
40 H -35.314 -4.232 -24.083  0.38
41 H -36.613 -3.484 -25.071  0.30
42 H -36.619 -3.039 -23.447  0.37
43 O -26.936 -2.264 -33.370  -0.60
44 S -28.105 -2.592 -34.179  1.14
45 O -27.996 -3.410 -35.394  -0.60
46 O -29.178 -3.514 -33.296  -0.29
47 C -29.527 -3.044 -31.970  -0.06
48 C -29.831 -4.236 -31.150  -1.29
49 C -29.182 -1.145 -34.519  -0.88
50 H -30.332 -2.311 -32.021  0.33
51 H -28.629 -2.695 -31.460  0.28
52 H -29.010 -4.951 -31.105  0.40
53 H -30.743 -4.672 -31.558  0.33
54 H -29.938 -4.123 -30.071  0.25
55 H -28.695 -0.552 -35.294  0.36
56 H -29.265 -0.580 -33.591  0.33
57 H -30.162 -1.448 -34.888  0.31
58 C -32.644 -3.651 -28.081  -0.45
59 N -32.774 -2.506 -28.966  0.95
60 O -31.807 -2.122 -29.649  -0.54
61 O -33.787 -1.870 -28.916  -0.47
62 H -32.195 -3.236 -27.179  0.16
63 H -31.868 -4.316 -28.460  0.29
64 H -33.590 -4.091 -27.765  0.02

Results
Total charge: 0
HOMO energy: -9.9 eV
E_LUMO: -0.186 eV
HOMO-LUMO gap: 9.67 eV



Record 3
The molecule C2H3F3S. Source: the OMol25 dataset; level of theory: wB97M-V/def2-TZVPD.

Each line ends with the Mulliken charge.
Positions of all 9 atoms, in Å:
1 C -0.846 -0.493 -0.115  0.21
2 C 0.327 0.537 -0.428  -0.05
3 F -2.021 -0.065 -0.630  -0.23
4 F -1.053 -0.611 1.162  -0.23
5 F -0.020 1.788 0.237  -0.31
6 S 1.952 -0.200 0.152  -0.20
7 H -0.646 -1.556 -0.415  0.23
8 H 0.455 0.770 -1.472  0.34
9 H 1.852 -0.169 1.508  0.23

Results
Total charge: 0
HOMO energy (spin up / spin down): -4.9 / -11.7 eV
2S+1: 3
E_LUMO (spin up / spin down): 0.558 / -3.652 eV
HOMO-LUMO gap (spin up / spin down): 5.47 / 8.07 eV



Record 4
A structure of composition C8H18ClIO3PPdS. Source: the OMol25 dataset; level of theory: wB97M-V/def2-TZVPD.

Each line ends with the Mulliken charge.
Positions of all 34 atoms, in Å:
1 C -0.349 -2.662 0.758  -0.89
2 C 0.701 -1.928 1.533  0.69
3 H 0.033 -3.254 -0.081  0.35
4 H -1.156 -2.033 0.374  0.23
5 H -0.737 -3.302 1.528  0.37
6 O 1.834 -1.667 1.239  -0.43
7 I 2.910 0.710 2.890  0.81
8 Pd -0.329 0.704 -0.924  -0.14
9 P -0.037 1.363 -3.022  1.12
10 C 1.552 1.625 -3.813  -1.20
11 C -0.898 0.146 -4.015  -1.18
12 H -2.032 2.656 -3.313  0.39
13 H -0.645 3.236 -4.323  0.40
14 H -0.755 3.686 -2.582  0.36
15 C -0.953 2.893 -3.320  -1.16
16 H -1.904 0.006 -3.602  0.42
17 H -0.938 0.560 -5.023  0.40
18 H 1.358 1.598 -4.890  0.42
19 H 2.259 0.831 -3.577  0.45
20 H -0.339 -0.795 -4.013  0.35
21 H 2.018 2.592 -3.569  0.40
22 C 1.608 0.882 -0.832  0.32
23 O 2.611 1.376 -1.126  -0.23
24 Cl -2.667 0.200 -1.138  -0.12
25 C -1.008 0.234 4.214  -0.81
26 S 0.538 -0.649 3.935  0.36
27 C 0.300 -1.956 5.167  -1.01
28 O 0.006 -1.529 2.644  -0.11
29 H -1.222 0.198 5.293  0.46
30 H -1.808 -0.247 3.637  0.34
31 H -0.779 1.240 3.831  0.36
32 H -0.584 -2.530 4.836  0.42
33 H 1.191 -2.585 5.080  0.37
34 H 0.222 -1.602 6.204  0.48

Results
Total charge: +3
HOMO energy (spin up / spin down): -17.1 / -19.4 eV
2S+1: 5
E_LUMO (spin up / spin down): -10.977 / -14.760 eV
HOMO-LUMO gap (spin up / spin down): 6.09 / 4.65 eV



Record 5
A structure of composition C23H23NSV. Source: the OMol25 dataset; level of theory: wB97M-V/def2-TZVPD.

Each line ends with the Mulliken charge.
Positions of all 49 atoms, in Å:
1 V -0.002 0.136 0.167  0.32
2 C 0.282 1.900 1.573  1.00
3 C 1.170 1.972 0.483  0.26
4 C 2.098 0.842 0.561  1.24
5 C 1.749 0.072 1.681  0.30
6 C 0.558 0.667 2.259  0.50
7 C -0.154 0.160 3.459  -1.78
8 C 2.537 -1.010 2.335  -1.36
9 C 3.237 0.631 -0.377  -1.73
10 C 1.177 2.966 -0.629  -1.56
11 C -0.726 2.904 2.019  -1.45
12 H 0.352 0.568 4.344  0.43
13 H -0.111 -0.925 3.543  0.37
14 H -1.187 0.499 3.502  0.35
15 H 2.995 -0.579 3.231  0.37
16 H 3.349 -1.371 1.711  0.40
17 H 1.919 -1.846 2.659  0.45
18 H 4.040 1.325 -0.106  0.44
19 H 2.971 0.854 -1.412  0.41
20 H 3.643 -0.376 -0.323  0.36
21 H 2.159 3.444 -0.687  0.43
22 H 0.425 3.740 -0.500  0.35
23 H 1.028 2.491 -1.608  0.42
24 H -1.683 2.453 2.275  0.42
25 H -0.883 3.688 1.283  0.41
26 H -0.340 3.381 2.925  0.35
27 S -3.748 -1.389 0.385  -0.15
28 C -4.200 0.282 0.247  0.84
29 C -5.483 0.811 0.261  -0.65
30 C -5.598 2.177 0.072  -0.62
31 C -4.470 2.983 -0.143  -0.82
32 C -3.196 2.453 -0.150  -0.31
33 C -3.066 1.083 0.065  -0.18
34 N -1.889 0.335 0.059  0.03
35 C -2.131 -1.003 0.168  0.56
36 C -1.038 -2.007 0.054  1.24
37 C -1.388 -3.345 -0.132  -1.32
38 C -0.408 -4.311 -0.283  -0.85
39 C 0.956 -3.985 -0.242  -0.85
40 C 1.344 -2.685 -0.010  -0.30
41 C 0.370 -1.687 0.116  1.01
42 H -6.357 0.190 0.402  0.47
43 H -6.579 2.632 0.073  0.45
44 H -4.608 4.041 -0.322  0.47
45 H -2.340 3.080 -0.356  0.55
46 H -2.428 -3.639 -0.191  0.43
47 H -0.705 -5.339 -0.446  0.47
48 H 1.700 -4.756 -0.390  0.51
49 H 2.394 -2.434 0.025  0.35

Results
Total charge: +3
HOMO energy (spin up / spin down): -18.5 / -18.5 eV
E_LUMO (spin up / spin down): -12.394 / -12.395 eV
HOMO-LUMO gap (spin up / spin down): 6.11 / 6.11 eV



Record 6
A cluster of 2 separate species, C2H7N2O in total. Source: the OMol25 dataset; level of theory: wB97M-V/def2-TZVPD.

Each line ends with the Mulliken charge.
Positions of all 12 atoms, in Å:
1 N 0.731 -0.404 1.654  -0.51
2 C -0.486 -0.462 0.857  0.06
3 C -0.154 0.186 -0.451  0.11
4 N -1.068 0.773 -1.223  -0.33
5 O 0.971 -0.058 -0.937  -0.48
6 H 1.053 -1.330 1.949  0.34
7 H 1.474 -0.155 1.003  0.20
8 H 1.361 1.732 0.715  0.48
9 H -1.285 0.077 1.376  0.29
10 H -0.858 -1.486 0.796  0.34
11 H -1.964 1.031 -0.848  0.23
12 H -0.721 0.990 -2.142  0.27

Results
Total charge: +1
HOMO energy: -15.7 eV
E_LUMO: -9.585 eV
HOMO-LUMO gap: 6.11 eV



Computed energy above the lowest of the compared OMol25 structures with the same formula, charge and spin, in the same sequence as the records: 0.00, 0.00, 53.15, 3.24, 0.00, 154.64 kcal per mole.
Computed F_max, in the same sequence as the records: 0.067, 0.065, 0.108, 0.065, 0.009, 0.044 hartree/bohr.